[1]
Entry from the OMol25 dataset: H6NP5 in the gas phase (ωB97M-V/def2-TZVPD).

Each line ends with the Löwdin charge.
Positions of all 12 atoms, in Å:
1 P -0.81901 -0.84660 2.25558  0.47
2 P -1.15984 -0.51616 0.20933  0.11
3 P -0.92126 -2.38688 -0.87665  0.45
4 N 0.22724 0.29377 -0.01880  -0.87
5 P 1.24701 0.39113 -1.27452  0.48
6 P 2.54554 1.91567 -0.27982  0.43
7 H -2.17041 -0.97051 2.49728  -0.19
8 H -0.80668 0.54237 2.48139  -0.14
9 H -2.27544 -2.12898 -0.80886  -0.22
10 H -0.95447 -1.55622 -2.10516  -0.14
11 H 3.44723 2.45150 -1.28532  -0.16
12 H 1.64009 2.81092 -0.79446  -0.21

The value obtained for the largest force on an atom is 3.90 eV/Å. Its orbital gap (alpha / beta) is 6.925 / 6.925 eV. The calculation puts the LUMO energy (alpha / beta) at -0.9 / -0.9 eV. Its relative energy (zero: lowest compared OMol25 entry of this formula, charge and spin) is 13.8 kJ/mol. Its total charge is 0. For the highest occupied orbital energy (alpha / beta), the calculation gives -7.86 / -7.86 eV. Its SMILES is PP(#[PH2])N=P#[PH2].

[2]
Entry from the OMol25 dataset: a molecular structure, H6O19S4Zn (ωB97M-V/def2-TZVPD).

Each line ends with the Löwdin charge.
Positions of all 30 atoms, in Å:
1 Zn 9.63258 -9.83107 -8.19587  0.51
2 S 4.79557 -11.92761 -8.31431  0.11
3 O 3.76529 -12.03577 -7.27741  -0.47
4 O 4.14695 -11.53117 -9.58130  -0.44
5 O 5.81432 -10.98867 -7.84773  -0.35
6 O 5.42394 -13.23082 -8.47313  -0.33
7 S 11.09437 -14.56884 -6.50309  0.10
8 O 12.43182 -15.06062 -6.20764  -0.46
9 O 10.22255 -14.46131 -5.35103  -0.32
10 O 11.18848 -13.22274 -7.10486  -0.36
11 O 10.42867 -15.48709 -7.40199  -0.37
12 S 10.62733 -8.87796 -2.96105  0.02
13 O 10.19293 -10.15876 -2.40035  -0.44
14 O 10.09713 -7.77061 -2.14647  -0.53
15 O 12.04351 -8.80091 -2.97162  -0.45
16 O 10.19853 -8.79797 -4.34530  -0.43
17 S 8.89606 -11.63206 -13.28470  0.07
18 O 9.84646 -12.68347 -13.70653  -0.47
19 O 9.15804 -11.21757 -11.92305  -0.38
20 O 8.88903 -10.50743 -14.23197  -0.50
21 O 7.55549 -12.18514 -13.25859  -0.39
22 O 7.99662 -6.62590 -9.11415  -0.09
23 H 7.78480 -6.43050 -10.02694  0.02
24 H 7.40872 -6.06666 -8.60634  0.01
25 O 13.82629 -13.34555 -10.41338  -0.06
26 H 13.28441 -12.96664 -9.72127  0.04
27 H 14.67083 -13.51012 -9.99397  0.00
28 O 12.80035 -8.01333 -9.00280  -0.08
29 H 12.60524 -7.24672 -9.54176  0.01
30 H 13.72871 -7.92498 -8.78699  0.01

The value obtained for the largest force on an atom is 5.17 eV/Å. Its orbital gap is 2.043 eV. The calculation puts the LUMO energy at 9.3 eV. Its relative energy (zero: lowest compared OMol25 entry of this formula, charge and spin) is 285.0 kJ/mol. Its total charge is -6. For the highest occupied orbital energy, the calculation gives 7.22 eV.

[3]
Entry from the OMol25 dataset: 3 unconnected molecules or ions with the total composition H6O3 (ωB97M-V/def2-TZVPD).

Each line ends with the Löwdin charge.
Positions of all 9 atoms, in Å:
1 O 1.31867 0.00656 -1.57778  -0.06
2 H 1.28467 -0.86044 -1.94478  0.01
3 H 1.27467 -0.00144 -0.62878  -0.05
4 O 1.00267 -0.11344 1.06922  -0.03
5 H 0.17067 0.29556 1.34022  0.04
6 H 0.82767 -1.02144 1.02022  0.03
7 O -1.78333 0.30656 0.44922  -0.02
8 H -2.18633 1.11756 0.74722  0.05
9 H -1.90933 0.27056 -0.47478  0.03

The value obtained for the largest force on an atom is 2.21 eV/Å. Its orbital gap is 11.382 eV. The calculation puts the LUMO energy at 0.6 eV. Its relative energy (zero: lowest compared OMol25 entry of this formula, charge and spin) is 43.8 kJ/mol. Its total charge is 0. For the highest occupied orbital energy, the calculation gives -10.74 eV. Its SMILES is O.O.O.

[4]
Entry from the OMol25 dataset: 3 unconnected molecules or ions with the total composition H6O3 (ωB97M-V/def2-TZVPD).

Each line ends with the Löwdin charge.
Positions of all 9 atoms, in Å:
1 O -2.57178 -1.53439 -1.31571  -0.05
2 H -2.76910 -0.59526 -1.40136  0.06
3 H -2.78200 -1.69187 -0.38343  0.06
4 O 2.57219 3.07355 3.35347  -0.08
5 H 3.40992 3.55396 3.40858  0.03
6 H 2.85032 2.32312 3.93855  0.05
7 O -0.24214 -1.48003 -2.89114  -0.09
8 H 0.37882 -2.14489 -2.60778  0.01
9 H -0.84624 -1.50420 -2.10118  0.00

The value obtained for the largest force on an atom is 1.99 eV/Å. Its orbital gap is 11.519 eV. The calculation puts the LUMO energy at 0.7 eV. Its relative energy (zero: lowest compared OMol25 entry of this formula, charge and spin) is 61.3 kJ/mol. Its total charge is 0. For the highest occupied orbital energy, the calculation gives -10.81 eV. Its SMILES is O.O.O.

[5]
Entry from the OMol25 dataset: 3 unconnected molecules or ions with the total composition H6O3 (ωB97M-V/def2-TZVPD).

Each line ends with the Löwdin charge.
Positions of all 9 atoms, in Å:
1 O 22.86172 -24.63485 -22.96237  -0.06
2 H 23.62052 -24.84668 -23.51617  0.04
3 H 22.12423 -24.62416 -23.58716  0.00
4 O 20.29866 -26.24863 -22.07108  -0.07
5 H 20.00008 -25.64114 -21.38640  0.03
6 H 21.21716 -25.99524 -22.23673  0.00
7 O 21.69071 -25.09454 -25.73738  -0.05
8 H 21.49721 -25.77168 -26.39485  0.05
9 H 20.84313 -24.65811 -25.58693  0.05

The value obtained for the largest force on an atom is 0.28 eV/Å. Its orbital gap is 11.865 eV. The calculation puts the LUMO energy at 0.6 eV. Its relative energy (zero: lowest compared OMol25 entry of this formula, charge and spin) is 34.8 kJ/mol. Its total charge is 0. For the highest occupied orbital energy, the calculation gives -11.27 eV. Its SMILES is O.O.O.

[6]
Entry from the OMol25 dataset: 3 unconnected molecules or ions with the total composition H6O3 (ωB97M-V/def2-TZVPD).

Each line ends with the Löwdin charge.
Positions of all 9 atoms, in Å:
1 O -0.44211 -0.77222 0.62833  -0.03
2 H 0.39089 -1.04222 1.04633  0.07
3 H -0.04511 -0.69522 -0.21267  -0.03
4 O 0.40589 -0.53322 -2.26567  -0.01
5 H 1.02289 -1.12722 -1.84967  0.04
6 H 0.02789 -1.03622 -2.93967  0.02
7 O -0.08311 1.79378 2.02933  -0.13
8 H -0.78311 2.47878 1.88933  0.04
9 H -0.49411 0.93378 1.67433  0.03

The value obtained for the largest force on an atom is 2.62 eV/Å. Its orbital gap is 11.240 eV. The calculation puts the LUMO energy at 0.5 eV. Its relative energy (zero: lowest compared OMol25 entry of this formula, charge and spin) is 65.1 kJ/mol. Its total charge is 0. For the highest occupied orbital energy, the calculation gives -10.78 eV. Its SMILES is O.O.O.

[7]
Entry from the OMol25 dataset: a molecular structure, H6O3Rb (ωB97M-V/def2-TZVPD).

Each line ends with the Löwdin charge.
Positions of all 10 atoms, in Å:
1 Rb 0.76949 -0.56116 1.13383  1.45
2 O 0.98996 -1.69624 -0.73413  -0.32
3 H 0.37444 -1.98552 -1.40770  0.07
4 H 1.82228 -1.59696 -1.19632  0.06
5 O 0.29027 1.53899 0.52277  -0.31
6 H 0.90150 2.25182 0.70851  0.07
7 H -0.40097 1.94562 0.00019  0.06
8 O -1.56239 -0.21562 0.02493  -0.12
9 H -1.59937 -0.42156 0.95898  0.00
10 H -1.58522 0.74063 -0.01106  0.03

The value obtained for the largest force on an atom is 5.88 eV/Å. Its orbital gap is 12.459 eV. The calculation puts the LUMO energy at -3.7 eV. Its relative energy (zero: lowest compared OMol25 entry of this formula, charge and spin) is 262.9 kJ/mol. Its total charge is +1. For the highest occupied orbital energy, the calculation gives -16.20 eV.

[8]
Entry from the OMol25 dataset: a molecular structure, H6O3Rb (ωB97M-V/def2-TZVPD).

Each line ends with the Löwdin charge.
Positions of all 10 atoms, in Å:
1 Rb 0.01714 1.29803 -0.09046  1.14
2 O -0.18249 -1.16543 1.03694  -0.18
3 H 0.02189 -1.65327 0.22654  0.04
4 H 0.04039 -1.76721 1.76160  0.07
5 O 2.73077 0.55624 -0.58798  -0.16
6 H 3.22081 -0.24256 -0.34905  0.06
7 H 3.39769 1.14249 -0.97407  0.06
8 O -2.92993 0.93088 -0.18074  -0.13
9 H -3.07470 0.07427 0.24853  0.05
10 H -3.24158 0.82657 -1.09130  0.05

The value obtained for the largest force on an atom is 0.50 eV/Å. Its orbital gap is 12.143 eV. The calculation puts the LUMO energy at -3.5 eV. Its relative energy (zero: lowest compared OMol25 entry of this formula, charge and spin) is 12.8 kJ/mol. Its total charge is +1. For the highest occupied orbital energy, the calculation gives -15.68 eV.

[9]
Entry from the OMol25 dataset: H6Si3 in the gas phase (ωB97M-V/def2-TZVPD).

Each line ends with the Löwdin charge.
Positions of all 9 atoms, in Å:
1 Si 1.69915 1.68188 1.61619  0.39
2 Si -0.96449 -0.55600 -0.37794  0.45
3 Si 1.35216 -0.05528 0.25164  0.08
4 H 2.15467 2.72488 0.59485  -0.20
5 H -1.12463 -0.29656 -1.79447  -0.12
6 H -1.42398 0.57062 0.26940  -0.19
7 H -1.68574 -1.58128 0.28456  -0.15
8 H 1.78158 0.14345 -1.15933  -0.12
9 H 2.15790 -1.10443 0.94876  -0.14

Its expectation value of S² is 2.003. The value obtained for the largest force on an atom is 2.54 eV/Å. Its orbital gap (alpha / beta) is 8.166 / 7.440 eV. The calculation puts the LUMO energy (alpha / beta) at 0.8 / -2.2 eV. Its relative energy (zero: lowest compared OMol25 entry of this formula, charge and spin) is 17.3 kJ/mol. Its total charge is 0. For the highest occupied orbital energy (alpha / beta), the calculation gives -7.34 / -9.61 eV. The spin multiplicity is 3.

[10]
Entry from the OMol25 dataset: 2 unconnected molecules or ions with the total composition H7N2 (ωB97M-V/def2-TZVPD).

Each line ends with the Löwdin charge.
Positions of all 9 atoms, in Å:
1 N 0.96889 0.79770 0.70022  0.29
2 H 1.07299 1.34561 -0.15576  0.15
3 H 1.20530 -0.10028 0.30245  0.12
4 H 1.65105 1.10203 1.47431  0.20
5 H 0.04639 0.95224 1.12098  0.15
6 N -1.06538 -0.84553 -0.80016  0.02
7 H -1.80308 -0.83624 -0.11000  0.03
8 H -0.58178 -1.71841 -0.82710  0.02
9 H -1.49437 -0.69712 -1.70494  0.03

The value obtained for the largest force on an atom is 2.64 eV/Å. Its orbital gap is 10.547 eV. The calculation puts the LUMO energy at -4.2 eV. Its relative energy (zero: lowest compared OMol25 entry of this formula, charge and spin) is 69.6 kJ/mol. Its total charge is +1. For the highest occupied orbital energy, the calculation gives -14.77 eV.

What did the third record say?
Entry from the OMol25 dataset: 3 unconnected molecules or ions with the total composition H6O3 (ωB97M-V/def2-TZVPD).

Each line ends with the Löwdin charge.
Positions of all 9 atoms, in Å:
1 O 1.31867 0.00656 -1.57778  -0.06
2 H 1.28467 -0.86044 -1.94478  0.01
3 H 1.27467 -0.00144 -0.62878  -0.05
4 O 1.00267 -0.11344 1.06922  -0.03
5 H 0.17067 0.29556 1.34022  0.04
6 H 0.82767 -1.02144 1.02022  0.03
7 O -1.78333 0.30656 0.44922  -0.02
8 H -2.18633 1.11756 0.74722  0.05
9 H -1.90933 0.27056 -0.47478  0.03

The value obtained for the largest force on an atom is 2.21 eV/Å. Its orbital gap is 11.382 eV. The calculation puts the LUMO energy at 0.6 eV. Its relative energy (zero: lowest compared OMol25 entry of this formula, charge and spin) is 43.8 kJ/mol. Its total charge is 0. For the highest occupied orbital energy, the calculation gives -10.74 eV. Its SMILES is O.O.O.